C42H58N14O5S | ωB97M-V with the def2-TZVPD basis set

Computed properties:
LUMO level in eV: 0.4
Spin multiplicity: 1
Net charge: 0
HOMO level in eV: -8.5
DFT total energy in eV: -86414.6545
Orbital gap in eV: 8.91

The geometry in XYZ format:
```
120
Properties=species:S:1:pos:R:3:forces:R:3
C -3.005 5.649 -0.830 0.53 -0.27 1.46
C -3.169 4.737 -0.026 0.41 -0.20 -0.03
C -3.361 3.478 0.917 -1.78 1.27 -2.79
C -4.735 3.712 1.744 0.33 -1.18 0.14
O -5.614 4.561 0.989 1.69 0.73 2.13
O -6.432 3.837 0.169 -0.58 -1.33 -2.03
C -3.605 2.224 -0.047 1.42 -1.54 -0.47
C -2.931 0.935 0.658 -0.01 1.45 -0.15
C -1.347 1.266 0.680 -0.79 -0.35 -1.01
C -0.434 0.006 0.361 -0.73 0.02 -1.20
C -0.164 0.042 -1.218 0.58 -0.04 -2.36
C 1.246 -0.027 -1.775 -3.23 0.52 -1.90
C 1.409 0.059 -3.271 -1.64 0.19 0.93
C 0.266 0.212 -4.243 -0.92 -0.32 3.05
C -1.130 0.239 -3.697 2.44 -0.16 2.49
C -1.327 0.154 -2.188 2.32 0.00 -1.51
O -1.090 1.902 1.965 -1.54 0.83 -0.55
S -1.849 3.375 1.991 4.27 4.04 3.17
O -0.857 4.368 1.511 -2.03 -2.46 -0.56
O -2.129 3.697 3.407 -0.98 -1.89 -2.36
H -2.662 6.607 -1.313 -0.85 -1.83 0.59
H -5.205 2.675 1.842 0.46 1.47 0.09
H -4.552 4.153 2.766 -0.19 -0.22 -1.30
H -5.991 3.850 -0.725 -0.47 0.23 0.88
H -4.688 2.039 -0.315 1.14 0.54 0.71
H -3.038 2.333 -1.034 -0.85 0.25 1.34
H -3.337 0.956 1.728 0.74 -0.67 -1.33
H -3.162 -0.029 0.121 0.15 1.09 0.73
H -1.135 2.060 -0.118 -0.18 -1.12 0.97
H 0.520 -0.058 0.960 -1.04 0.29 -0.75
H -1.058 -0.922 0.535 0.85 0.92 0.10
H 2.121 -0.128 -1.061 -1.25 0.15 -1.22
H 2.470 0.035 -3.662 -1.46 0.03 0.39
H 0.411 0.295 -5.361 0.03 -0.15 1.59
H -2.048 0.340 -4.354 1.45 -0.16 0.85
H -2.408 0.192 -1.851 1.64 -0.11 -0.22
C -0.180 -3.475 2.807 0.21 -0.02 0.16
C -1.199 -3.744 1.793 0.09 0.05 -0.02
N -1.999 -3.953 0.994 0.14 0.07 0.18
H 0.789 -3.890 2.522 -0.16 0.01 -0.18
H -0.041 -2.403 2.963 -0.14 -0.06 -0.12
H -0.448 -3.909 3.770 -0.11 0.02 -0.18
C 4.124 -3.134 -2.418 0.14 -0.11 -0.23
C 3.208 -2.865 -1.310 0.06 -0.02 -0.05
N 2.489 -2.654 -0.439 0.18 -0.12 -0.05
H 3.819 -4.013 -2.988 -0.11 0.06 0.15
H 4.168 -2.296 -3.115 -0.11 0.03 0.21
H 5.140 -3.314 -2.065 -0.15 0.11 0.11
C -9.353 4.341 -2.081 -0.14 -0.04 0.12
C -7.968 4.125 -2.498 0.03 -0.01 0.06
N -6.878 3.955 -2.825 -0.29 -0.02 0.09
H -10.034 4.325 -2.930 0.30 0.03 0.01
H -9.685 3.570 -1.384 0.25 -0.02 -0.05
H -9.476 5.304 -1.584 0.18 -0.05 -0.11
C -2.437 -2.922 6.782 -0.17 0.26 0.11
C -1.051 -3.158 6.380 -0.06 0.03 0.09
N 0.040 -3.343 6.064 -0.25 0.01 0.13
H -3.110 -2.926 5.924 0.21 -0.04 0.02
H -2.791 -3.689 7.473 0.15 0.00 -0.10
H -2.553 -1.958 7.280 0.21 -0.06 -0.06
C -2.850 -1.166 10.863 0.25 0.07 0.26
C -3.870 -1.435 9.849 0.00 0.03 0.07
N -4.671 -1.646 9.053 0.21 0.03 0.18
H -1.882 -1.581 10.576 -0.16 -0.03 -0.14
H -2.712 -0.094 11.017 -0.15 -0.06 -0.16
H -3.119 -1.602 11.827 -0.14 -0.03 -0.17
C -4.677 1.081 -6.924 -0.36 0.08 0.11
C -3.286 0.845 -7.310 0.00 -0.01 -0.01
N -2.193 0.659 -7.615 -0.32 0.05 0.15
H -5.339 1.075 -7.792 0.23 -0.04 -0.05
H -5.036 0.315 -6.234 0.22 -0.02 -0.07
H -4.796 2.047 -6.429 0.21 -0.05 -0.05
C 7.606 -1.499 -4.149 0.29 0.39 0.05
C 7.000 -2.817 -4.310 0.09 0.11 -0.01
N 6.518 -3.853 -4.433 0.05 0.13 0.05
H 8.683 -1.526 -4.328 -0.11 -0.24 -0.05
H 7.181 -0.772 -4.844 -0.11 -0.22 -0.02
H 7.454 -1.111 -3.140 -0.13 -0.27 -0.13
C 7.832 1.261 -0.151 0.17 0.19 0.13
C 6.916 0.369 -0.860 0.02 0.06 0.07
N 6.195 -0.333 -1.416 0.09 0.14 0.15
H 8.078 0.879 0.840 -0.18 -0.09 -0.14
H 8.772 1.385 -0.693 -0.14 -0.14 -0.08
H 7.401 2.255 -0.017 -0.11 -0.15 -0.06
C -13.333 3.628 -4.886 -0.20 -0.22 -0.23
C -12.591 4.519 -3.996 -0.08 0.00 -0.04
N -12.008 5.221 -3.296 -0.36 -0.12 -0.25
H -13.679 4.152 -5.780 0.12 0.13 0.15
H -12.717 2.790 -5.218 0.10 0.15 0.14
H -14.212 3.210 -4.393 0.13 0.14 0.13
C -3.720 -7.005 5.932 0.13 -0.34 0.09
C -4.190 -5.661 5.599 -0.04 -0.09 -0.05
N -4.558 -4.604 5.336 0.01 -0.37 0.00
H -3.949 -7.263 6.968 -0.07 0.20 -0.07
H -4.187 -7.761 5.298 -0.06 0.22 -0.04
H -2.639 -7.095 5.805 -0.09 0.20 -0.06
C 10.378 0.086 3.060 0.04 -0.26 0.05
C 9.898 1.426 2.720 0.02 0.07 0.04
N 9.521 2.481 2.455 0.13 -0.36 0.06
H 10.134 -0.178 4.090 -0.03 0.17 -0.09
H 9.934 -0.675 2.415 -0.05 0.18 -0.05
H 11.461 0.009 2.954 -0.12 0.15 -0.05
C 13.456 0.979 5.628 0.16 0.32 0.05
C 12.831 -0.329 5.432 0.09 0.01 0.09
N 12.340 -1.357 5.278 0.11 0.26 0.03
H 14.541 0.924 5.520 -0.12 -0.19 -0.03
H 13.093 1.709 4.901 -0.09 -0.19 -0.01
H 13.247 1.378 6.622 -0.09 -0.20 -0.05
C -0.845 1.753 -10.522 0.28 0.05 0.30
C -1.857 1.482 -11.542 0.06 0.02 0.04
N -2.653 1.269 -12.344 0.15 0.05 0.18
H 0.126 1.338 -10.799 -0.17 -0.03 -0.18
H -0.707 2.825 -10.368 -0.16 -0.05 -0.17
H -1.120 1.319 -9.558 -0.14 -0.02 -0.21
C 6.648 -5.285 -0.128 -0.32 -0.21 0.01
C 7.851 -4.467 -0.279 -0.05 -0.02 -0.01
N 8.796 -3.824 -0.397 -0.22 -0.10 0.03
H 6.414 -5.830 -1.045 0.20 0.15 -0.03
H 6.761 -6.024 0.667 0.18 0.14 -0.03
H 5.776 -4.675 0.117 0.19 0.12 0.00
```
Forces are in eV/Å.

Results of the Mulliken charge analysis, in e, for atoms 1 through 99: atom 1 (C): -0.18, atom 2 (C): -1.31, atom 3 (C): 1.28, atom 4 (C): -0.46, atom 5 (O): -0.18, atom 6 (O): -0.39, atom 7 (C): -0.87, atom 8 (C): -1.07, atom 9 (C): 0.22, atom 10 (C): -0.65, atom 11 (C): 0.73, atom 12 (C): -0.69, atom 13 (C): -0.57, atom 14 (C): -0.45, atom 15 (C): -0.64, atom 16 (C): 0.11, atom 17 (O): -0.49, atom 18 (S): 1.45, atom 19 (O): -0.68, atom 20 (O): -0.73, atom 21 (H): 0.41, atom 22 (H): 0.32, atom 23 (H): 0.31, atom 24 (H): 0.32, atom 25 (H): 0.33, atom 26 (H): 0.52, atom 27 (H): 0.42, atom 28 (H): 0.47, atom 29 (H): 0.52, atom 30 (H): 0.41, atom 31 (H): -0.11, atom 32 (H): 0.47, atom 33 (H): 0.33, atom 34 (H): 0.38, atom 35 (H): 0.25, atom 36 (H): 0.12, atom 37 (C): -0.62, atom 38 (C): 0.39, atom 39 (N): -0.47, atom 40 (H): 0.31, atom 41 (H): 0.20, atom 42 (H): 0.17, atom 43 (C): -0.52, atom 44 (C): 0.37, atom 45 (N): -0.43, atom 46 (H): 0.42, atom 47 (H): 0.17, atom 48 (H): 0.00, atom 49 (C): -0.78, atom 50 (C): 0.51, atom 51 (N): -0.52, atom 52 (H): 0.18, atom 53 (H): 0.28, atom 54 (H): 0.30, atom 55 (C): -0.75, atom 56 (C): 0.42, atom 57 (N): -0.49, atom 58 (H): 0.33, atom 59 (H): 0.26, atom 60 (H): 0.23, atom 61 (C): -0.80, atom 62 (C): 0.38, atom 63 (N): -0.38, atom 64 (H): 0.27, atom 65 (H): 0.27, atom 66 (H): 0.29, atom 67 (C): -0.89, atom 68 (C): 0.44, atom 69 (N): -0.48, atom 70 (H): 0.33, atom 71 (H): 0.28, atom 72 (H): 0.28, atom 73 (C): -0.53, atom 74 (C): 0.40, atom 75 (N): -0.45, atom 76 (H): 0.33, atom 77 (H): 0.30, atom 78 (H): -0.06, atom 79 (C): -0.63, atom 80 (C): 0.44, atom 81 (N): -0.45, atom 82 (H): -0.01, atom 83 (H): 0.34, atom 84 (H): 0.31, atom 85 (C): -0.78, atom 86 (C): 0.42, atom 87 (N): -0.42, atom 88 (H): 0.27, atom 89 (H): 0.28, atom 90 (H): 0.26, atom 91 (C): -0.85, atom 92 (C): 0.44, atom 93 (N): -0.44, atom 94 (H): 0.28, atom 95 (H): 0.32, atom 96 (H): 0.27, atom 97 (C): -0.76, atom 98 (C): 0.39, atom 99 (N): -0.43